Molecular formula: C10H17ClSi
Method: DFT, ωB97M-V/def2-TZVPD

Maximum force ... 0.0273 Eh/bohr
Energy above the lowest of the compared OMol25 structures with the same formula, charge and spin ... 1.732 eV
Gap between HOMO and LUMO ... 10.354 eV
SMILES ... C=CCC[C@@]1(Cl)C=C1[Si](C)(C)C
Net charge ... 0
HOMO energy ... -9.527 eV
Energy ... -1140.863900 hartree

Cartesian coordinates (Å):
C (1.952, -0.105, 1.198)
C (1.339, -1.020, 2.210)
C (3.153, -0.279, 0.674)
C (0.321, -1.989, 1.590)
C (-1.522, -0.083, 1.726)
C (-1.093, 0.003, 0.484)
C (-0.968, -1.322, 1.165)
C (0.157, -0.300, -2.272)
C (-0.126, 2.548, -0.976)
C (-2.692, 1.004, -1.897)
Si (-0.930, 0.831, -1.192)
Cl (-2.156, -2.580, 0.646)
H (1.329, 0.724, 0.885)
H (2.125, -1.612, 2.683)
H (3.553, 0.390, -0.070)
H (3.783, -1.103, 0.959)
H (0.770, -2.486, 0.725)
H (0.078, -2.760, 2.327)
H (0.840, -0.434, 2.984)
H (-1.997, 0.348, 2.573)
H (-0.355, -1.233, -2.497)
H (0.406, 0.174, -3.218)
H (1.088, -0.548, -1.768)
H (-0.657, 3.147, -0.242)
H (0.910, 2.476, -0.658)
H (-0.139, 3.092, -1.916)
H (-2.676, 1.417, -2.902)
H (-3.190, 0.041, -1.941)
H (-3.301, 1.660, -1.281)



Molecular formula: C10H17F2NO7PS
Method: DFT, ωB97M-V/def2-TZVPD

Maximum force ... 0.0117 Eh/bohr
Gap between HOMO and LUMO ... 9.185 eV
Net charge ... +1
HOMO energy ... -12.656 eV
Energy ... -1911.716624 hartree

Cartesian coordinates (Å):
S (-1.887, -2.611, 4.333)
P (-1.577, -1.779, 2.655)
C (-2.808, -0.411, 2.321)
C (-2.930, 0.654, 3.427)
O (-2.202, 1.823, 3.091)
C (-0.969, 1.599, 2.432)
C (-1.207, 0.997, 1.038)
N (-2.578, 0.373, 1.053)
H (-1.780, -2.499, 1.458)
H (-0.335, -1.180, 2.388)
H (-3.752, -0.950, 2.217)
H (-2.615, 0.229, 4.385)
H (-3.968, 0.977, 3.516)
H (-0.509, 2.579, 2.327)
H (-0.285, 0.988, 3.023)
H (-0.494, 0.216, 0.793)
H (-1.191, 1.737, 0.241)
H (-3.269, 1.128, 1.041)
H (-2.725, -0.193, 0.217)
C (3.125, -2.373, 0.668)
C (2.536, -1.642, -0.529)
O (1.777, -0.607, 0.104)
C (2.266, -0.407, 1.356)
O (1.905, 0.479, 2.068)
O (3.161, -1.346, 1.671)
F (1.678, -2.407, -1.237)
H (2.446, -3.164, 0.994)
H (4.124, -2.764, 0.513)
H (3.258, -1.191, -1.205)
C (1.205, 1.805, -5.394)
C (0.121, 1.194, -4.525)
O (0.815, 0.178, -3.826)
C (2.145, 0.474, -3.832)
O (2.969, -0.109, -3.208)
O (2.384, 1.527, -4.633)
F (-0.879, 0.634, -5.241)
H (1.251, 1.279, -6.349)
H (1.116, 2.876, -5.546)
H (-0.320, 1.888, -3.806)



Molecular formula: C10H17HgNO2
Method: DFT, ωB97M-V/def2-TZVPD

Maximum force ... 0.1221 Eh/bohr
Energy above the lowest of the compared OMol25 structures with the same formula, charge and spin ... 0.144 eV
Gap between HOMO and LUMO (alpha / beta) ... 7.972 / 6.141 eV
Net charge ... 0
HOMO energy (alpha / beta) ... -7.922 / -6.151 eV
Energy ... -749.621649 hartree

Cartesian coordinates (Å):
C (2.350, -0.932, -0.176)
C (0.447, 1.521, -1.675)
C (0.895, -0.666, -0.663)
H (2.361, -0.981, 0.925)
C (-0.787, 0.774, -1.891)
H (0.336, 2.519, -2.135)
H (1.088, -0.812, -1.751)
H (-1.490, 1.291, -2.556)
C (-0.380, -1.378, -0.517)
H (-0.889, -1.260, 0.457)
H (-0.264, -2.457, -0.698)
C (2.827, 0.514, -0.619)
H (3.871, 0.470, -0.950)
H (2.788, 1.174, 0.257)
C (1.964, 1.176, -1.778)
H (2.130, 0.588, -2.694)
H (2.440, 2.146, -1.970)
C (-1.175, -0.706, -1.722)
H (-0.958, -1.275, -2.642)
H (-2.256, -0.795, -1.546)
Hg (-0.699, 1.601, -0.074)
H (3.016, -1.719, -0.500)
N (-1.666, -1.277, 2.711)
C (-1.894, 0.039, 3.285)
C (-2.141, 0.935, 2.081)
O (-3.096, 0.717, 1.337)
O (-1.206, 1.853, 1.900)
H (-2.578, -1.681, 2.494)
H (-1.205, -1.879, 3.388)
H (-2.810, 0.099, 3.887)
H (-1.022, 0.403, 3.833)